Entry 1:
# C36H47Br2N5O4Rb

C36H47Br2N5O4Rb as an isolated structure (the ωB97M-V functional and the def2-TZVPD basis, the Open Molecules 2025 dataset).

Summary:
- Relative energy (zero: lowest compared OMol25 entry of this formula, charge and spin): 0.462 eV
- Multiplicity: 1
- Net charge: -1
- Calculated total energy: -194477.05212 eV
- Gap between HOMO and LUMO: 5.12 eV
- F_max: 0.0176 hartree/bohr

The geometry in XYZ format:
```
95
Properties=species:S:1:pos:R:3:mulliken_charge:R:1
Rb 0.24 0.29 0.04 0.575
Br 2.78 -4.73 -5.38 -0.191
Br -0.62 -7.04 1.22 -0.120
O 0.74 -0.65 2.33 -0.014
O 1.18 -1.18 4.48 -0.818
O 3.19 -7.43 2.37 -0.664
O 3.18 -6.74 0.34 -0.634
N 0.41 -1.86 -2.59 0.131
N 3.03 -6.57 1.54 1.138
N 3.43 -0.18 0.64 -0.093
N -0.70 -2.65 -0.30 0.292
N 2.70 1.27 -1.75 -0.191
C -1.18 2.50 3.33 -2.239
C 0.52 -3.16 -2.30 0.685
C -1.88 2.49 0.90 -0.309
C 1.82 -3.56 -4.26 -0.156
C -4.89 1.52 -0.12 -1.945
C 1.70 -2.22 -4.58 -0.806
C 0.98 -1.42 -3.71 -0.397
C 0.49 4.35 -2.81 -1.731
C -1.63 2.87 -1.34 -0.618
C -2.42 2.17 -0.39 -0.187
C -3.18 -0.23 -0.73 -1.173
C 1.64 4.65 -0.62 -1.477
C 0.29 4.63 -1.32 2.358
C 1.81 -3.81 3.72 -0.628
C -0.68 -5.26 0.60 -0.331
C 2.51 -4.21 1.06 -0.928
C -2.32 2.19 2.35 2.564
C 2.03 -2.98 1.48 0.196
C -3.49 3.10 2.75 -1.840
C 1.15 -1.39 3.27 -0.590
C -2.68 0.72 2.63 -1.285
C -0.63 3.60 -0.70 0.199
C -0.78 3.36 0.68 -0.706
C -1.22 -2.97 0.88 0.008
C 2.25 -5.06 3.32 -0.564
C 2.59 -5.24 1.99 -0.290
C -3.56 1.25 -0.84 3.159
C 1.23 -4.05 -3.10 -0.697
C 3.93 1.55 -1.03 -0.632
C -1.24 -4.27 1.39 -0.795
C -0.11 -4.94 -0.62 -0.820
C -0.14 -3.61 -1.02 0.891
C -0.33 6.03 -1.19 -1.935
C -3.87 1.48 -2.33 -2.393
C 4.44 0.34 -0.27 -0.920
C 1.68 -2.77 2.81 0.190
H -3.54 0.37 2.06 0.155
H 0.85 -0.36 -3.91 0.547
H -4.01 -0.88 -1.03 0.561
H 3.12 0.51 1.31 0.124
H 2.33 -5.89 4.01 0.526
H -3.78 2.93 3.79 0.451
H -3.01 1.24 -2.96 0.353
H -0.91 3.56 3.32 0.399
H 0.89 3.35 -2.98 0.177
H -1.50 2.25 4.35 0.511
H 1.53 4.92 0.43 0.288
H 3.78 -0.97 1.17 0.181
H -0.29 1.90 3.12 0.328
H 3.72 2.34 -0.31 0.342
H -4.84 1.29 0.94 0.269
H -2.92 0.61 3.69 0.606
H 1.55 -3.61 4.75 0.533
H -4.69 0.83 -2.64 0.468
H 2.14 -1.81 -5.48 0.429
H 2.32 5.37 -1.09 0.446
H -5.69 0.90 -0.55 0.468
H 2.80 -4.40 0.03 0.570
H 0.35 -5.72 -1.21 0.374
H -1.64 -2.16 1.46 -0.013
H 1.33 -5.09 -2.85 0.478
H 4.75 1.92 -1.67 0.282
H -0.50 6.27 -0.14 0.328
H -4.37 2.95 2.12 0.232
H -5.17 2.57 -0.22 0.375
H 2.32 2.10 -2.19 0.028
H -2.90 -0.51 0.29 -0.383
H 1.91 -2.18 0.77 1.254
H -1.30 6.06 -1.69 0.378
H -1.83 0.07 2.42 -0.240
H -1.65 -4.48 2.36 0.480
H 2.11 3.66 -0.64 -0.008
H -4.15 2.52 -2.53 0.442
H -0.17 3.80 1.45 0.071
H -3.19 4.15 2.64 0.367
H 1.19 5.08 -3.25 0.388
H -0.45 4.41 -3.36 0.364
H -1.80 2.85 -2.41 0.175
H 4.70 -0.46 -0.98 0.400
H 2.85 0.57 -2.48 0.165
H -2.34 -0.46 -1.38 0.221
H 0.31 6.80 -1.63 0.456
H 5.38 0.63 0.22 0.383
```

***

Entry 2:
# C36H47IrN5P2

C36H47IrN5P2 as an isolated structure (the ωB97M-V functional and the def2-TZVPD basis, the Open Molecules 2025 dataset).

Summary:
- Relative energy (zero: lowest compared OMol25 entry of this formula, charge and spin): 0.150 eV
- Multiplicity: 6
- Net charge: +2
- Calculated total energy: -66936.30331 eV
- Gap between HOMO and LUMO (spin up / spin down): 5.99 / 4.22 eV
- F_max: 0.1049 hartree/bohr

The geometry in XYZ format:
```
91
Properties=species:S:1:pos:R:3:lowdin_spin:R:1
Ir -1.68 -1.78 0.54 1.655
P 0.74 0.42 -3.06 0.002
P 1.29 -0.14 0.37 0.048
N -0.27 -0.49 -4.22 0.000
N -0.16 3.37 2.73 0.598
N 1.42 1.51 -4.19 0.000
N 2.08 -0.40 1.98 0.004
N -1.22 0.59 3.71 0.027
C -2.39 -3.95 2.03 0.055
C 0.11 -1.15 -5.39 0.001
C 2.56 0.64 2.77 0.004
C 0.97 4.00 -0.04 0.002
C -1.27 -4.08 -1.28 0.026
C 2.33 -1.18 4.11 0.003
C 2.63 1.48 -4.89 0.000
C -0.28 -4.28 -0.09 0.019
C -0.71 4.69 2.69 0.071
C -2.15 -0.91 -5.41 0.001
C -2.18 -0.96 5.12 0.139
C -3.36 -3.93 0.81 0.032
C -1.01 -0.22 4.80 0.345
C 1.93 -1.51 2.83 0.004
C -2.51 0.39 3.33 0.354
C 0.92 2.84 -4.24 0.000
C 0.65 2.99 3.83 0.074
C 1.80 3.60 -4.99 0.000
C -0.29 2.52 1.59 0.055
C 0.76 2.73 0.51 0.044
C -1.20 -3.04 1.95 0.224
C -2.05 -2.80 -1.13 0.173
C 2.24 -1.17 -0.93 0.007
C 2.73 0.19 4.08 0.002
C -3.17 -2.80 -0.18 0.091
C -1.03 -1.43 -6.13 0.000
C -3.15 -0.58 4.16 0.133
C -1.67 -0.35 -4.24 0.001
C -0.25 -3.11 0.84 0.090
C 2.92 3.22 -1.17 0.000
C 1.96 -0.87 -2.46 0.001
C 1.57 1.62 0.12 0.011
C -1.89 0.02 -0.26 0.323
C 2.68 1.94 -0.69 0.005
C 2.87 2.74 -5.41 0.000
C 2.07 4.27 -0.84 0.003
H -3.37 -4.88 0.28 0.002
H 0.76 -2.75 1.02 0.005
H 3.77 3.39 -1.83 0.000
H 1.55 -2.45 2.48 0.000
H -4.05 -2.25 -0.53 0.012
H 0.00 3.08 -3.72 0.000
H 0.02 5.41 2.30 0.040
H 2.11 -2.26 -0.74 0.000
H -2.14 -2.19 -2.05 0.016
H 3.19 0.55 -4.93 0.000
H -3.18 -0.93 -5.71 0.000
H -0.06 -0.26 5.33 0.014
H -1.23 0.03 -1.15 0.021
H 0.28 4.82 0.18 0.001
H -0.99 4.99 3.70 0.012
H -1.58 4.67 2.02 0.007
H 3.32 -0.99 -0.74 0.001
H -2.04 -4.96 2.21 0.011
H -1.94 -4.96 -1.36 0.006
H -1.06 -1.91 -7.09 0.000
H 1.72 4.67 -5.16 0.000
H 2.27 5.27 -1.21 0.000
H -4.16 -0.92 4.07 0.002
H -2.95 -3.69 2.94 0.001
H 0.43 1.95 4.13 0.019
H -1.29 2.71 1.18 0.009
H 2.35 -1.84 4.96 0.000
H 1.63 -1.78 -2.96 0.000
H 3.08 0.78 4.91 0.000
H -2.15 0.13 -3.40 0.001
H 3.37 1.13 -0.98 0.001
H -0.74 -4.08 -2.25 0.001
H 2.93 -0.61 -2.90 0.000
H 0.45 3.65 4.68 0.003
H 1.73 3.06 3.61 0.039
H 3.75 3.04 -5.99 0.000
H 1.15 -1.43 -5.54 0.000
H -1.69 0.85 0.40 0.040
H -2.98 0.93 2.52 0.018
H -0.25 1.48 1.94 0.007
H -0.48 -5.23 0.42 0.004
H 2.72 1.61 2.33 0.001
H -2.93 0.02 -0.60 0.044
H -2.29 -1.65 5.95 0.003
H 0.71 -4.39 -0.54 0.000
H -4.36 -3.74 1.25 0.002
H -0.73 -2.74 2.89 0.028
```

***

Entry 3:
# C36H47N7O3S3W

C36H47N7O3S3W as an isolated structure (the ωB97M-V functional and the def2-TZVPD basis, the Open Molecules 2025 dataset).

Summary:
- Relative energy (zero: lowest compared OMol25 entry of this formula, charge and spin): 0.485 eV
- Multiplicity: 3
- Net charge: +2
- Calculated total energy: -88987.30657 eV
- Gap between HOMO and LUMO (spin up / spin down): 7.81 / 7.01 eV
- F_max: 0.0078 hartree/bohr

The geometry in XYZ format:
```
97
Properties=species:S:1:pos:R:3:lowdin_spin:R:1
W -0.18 -0.63 0.39 1.602
S -0.11 3.31 -1.34 0.002
S -0.12 -2.75 -0.94 0.015
S -4.18 -2.17 2.54 0.003
O -2.80 0.89 0.78 -0.002
O -1.27 -0.14 -1.30 0.085
O 2.27 0.76 1.57 0.054
N 1.59 -0.38 -0.87 0.009
N 1.03 0.91 1.43 0.027
N -1.66 -1.03 -2.23 0.004
N -3.11 -2.83 0.21 0.006
N -1.43 0.99 0.99 -0.020
N 1.34 -1.84 1.37 0.016
N -1.80 -1.53 1.70 0.024
C -0.96 2.04 1.61 0.055
C 2.57 -1.80 0.81 0.007
C -2.94 -1.39 -4.17 0.001
C 1.16 -2.54 2.50 0.010
C -1.82 3.16 2.06 0.009
C -2.90 -2.19 1.38 0.014
C 3.63 -2.46 1.39 -0.001
C -2.54 -0.58 -3.15 0.004
C 4.27 -4.62 4.49 0.000
C 3.94 -0.26 -2.37 0.006
C -1.08 3.68 -2.81 0.000
C 4.66 -3.89 3.21 0.001
C 1.46 4.06 -1.80 0.000
C 5.73 -2.84 3.53 0.000
C 2.71 -1.02 -0.44 0.005
C 2.77 0.38 -2.78 0.000
C 1.23 3.12 2.47 -0.001
C 1.63 0.29 -2.02 0.010
C 3.87 -0.97 -1.18 -0.001
C -2.49 -0.16 5.61 0.001
C -1.23 0.04 5.05 0.001
C -1.93 -1.03 3.03 0.008
C -1.53 -3.12 -3.29 0.001
C -3.47 -0.82 4.90 0.001
C 5.65 -1.63 -3.53 0.000
C 5.21 -4.91 2.20 0.000
C 3.47 -3.18 2.58 0.005
C 6.32 0.44 -2.26 0.000
C 2.19 -3.20 3.13 0.000
C -3.17 -1.26 3.62 0.001
C -1.15 -2.28 -2.25 0.007
C 0.44 2.02 1.84 -0.002
C 5.10 0.63 -4.43 0.000
C -0.94 -0.40 3.77 0.010
C 5.24 -0.20 -3.16 0.001
C -2.41 -2.69 -4.25 0.005
H 6.10 -2.34 2.63 0.000
H 1.37 5.14 -1.89 0.000
H -3.95 -3.38 0.13 0.000
H 4.88 -2.12 -4.13 0.000
H -1.65 4.03 1.41 0.004
H 5.15 -5.12 4.90 0.000
H 6.04 -5.45 2.65 0.000
H 2.18 3.83 -1.03 0.000
H -0.46 0.53 5.63 0.000
H 3.91 -3.93 5.26 0.000
H 1.97 -3.74 4.04 0.000
H -4.44 -1.01 5.33 0.000
H -2.29 -3.17 -0.27 0.002
H 6.58 -3.33 4.01 0.000
H -3.01 1.51 0.06 -0.001
H 6.48 -0.13 -1.35 0.000
H -3.64 -1.02 -4.91 0.000
H 4.60 -2.42 0.93 0.000
H 4.75 -1.50 -0.83 0.000
H 0.62 3.75 3.10 0.000
H -1.55 3.45 3.07 0.002
H 0.16 -2.56 2.90 0.001
H 0.71 0.79 -2.29 0.001
H 7.26 0.47 -2.80 0.000
H -2.69 0.18 6.62 0.000
H -0.70 3.16 -3.68 0.000
H 4.36 0.21 -5.12 0.000
H 4.45 -5.63 1.91 0.000
H 0.06 -0.24 3.37 0.005
H -2.11 3.35 -2.63 0.000
H 6.06 0.64 -4.96 0.000
H 3.52 -5.38 4.32 0.000
H -2.87 0.44 -3.00 0.000
H 4.83 1.66 -4.22 0.000
H 1.70 3.75 1.71 0.000
H 1.82 3.65 -2.75 0.000
H 5.84 -2.25 -2.65 0.000
H 2.04 2.69 3.07 0.000
H -2.88 2.91 2.04 0.000
H 5.35 -2.08 4.21 0.000
H -1.10 4.75 -3.00 0.000
H -2.70 -3.34 -5.05 0.000
H -1.11 -4.12 -3.32 0.000
H 2.73 0.95 -3.70 0.000
H 6.05 1.46 -1.98 0.000
H 5.59 -4.43 1.29 0.000
H 6.57 -1.61 -4.11 0.000
```

***

Which value of relative energy (zero: lowest compared OMol25 entry of this formula, charge and spin) does entry 1 give?
0.462 eV

***

Look up the calculated total energy of the second one.
-66936.30331 eV

***

Which formula does entry 2 have?
C36H47IrN5P2